This record from the OMol25 dataset describes 2 unconnected molecules or ions with the total composition C2H6N2O. The level of theory is ωB97M-V/def2-TZVPD.

Last column: Löwdin charge in e.
Cartesian coordinates (Å):
C  1.1545  0.0584  1.5372  -0.1611
C  0.2884  -0.6988  0.5792  -0.1075
N  -1.1127  0.2204  -1.8491  -0.0939
N  -1.5978  0.3746  -0.6280  -0.0400
O  1.4732  -0.0359  0.1242  -0.1009
H  0.8092  1.1180  1.8928  0.1292
H  1.7254  -0.3796  2.2521  0.0508
H  0.0297  -1.7931  0.5543  0.1024
H  -0.2600  0.7021  -2.1766  0.1038
H  -1.2889  -0.7193  -2.1875  0.0872
H  -1.2210  1.1532  -0.0987  0.0300

The LUMO energy (alpha / beta) comes out at 1.10 / 0.88 eV.